1.
54
Properties=species:S:1:pos:R:3:forces:R:3 method="wB97M-V/def2-TZVPD" e_homo_ev=-6.8 charge=0 e_above_lowest_kcal_mol=12.97 total_energy_ha=-2022.0163 orbital_gap_ev=6.895
Sr -8.24593 16.21177 7.43937 -0.93 0.93 -0.08
C -11.72184 18.45651 4.14031 0.00 0.24 0.11
Si -11.40096 17.75639 5.91871 0.89 0.54 -0.84
C -11.23253 15.85963 5.81853 -1.14 0.89 -0.70
C -13.02830 18.33563 6.75807 0.00 1.42 1.16
N -9.76196 18.10388 6.44867 -0.75 -1.10 0.00
C -9.28915 19.31204 6.75346 -0.43 2.55 0.34
C -10.07523 20.51561 6.75835 0.31 0.04 0.40
C -9.71044 21.76012 7.25804 0.61 -0.15 -0.44
C -8.40342 21.86587 7.72926 0.57 1.64 0.90
C -7.57563 20.74409 7.80143 0.45 1.33 -0.45
C -7.99058 19.61040 7.20968 -0.76 -2.25 0.24
F -7.16642 18.46497 7.36129 0.24 0.24 -0.09
H -12.05995 17.67040 3.43483 0.31 0.36 0.29
H -10.73842 18.85943 3.81479 -0.62 -0.22 -0.13
H -12.48567 19.28485 4.08209 0.82 -0.80 0.24
H -12.24136 15.44833 5.74572 0.04 -0.31 -0.26
H -10.80831 15.40018 6.68239 0.45 -0.38 0.75
H -10.66005 15.60288 4.91750 -0.16 -0.04 0.22
H -13.09211 18.21953 7.86312 0.27 -0.09 -0.49
H -13.77152 17.61230 6.36852 -0.05 0.82 -0.14
H -13.29460 19.49524 6.61400 0.45 -2.79 -0.21
H -11.07342 20.42747 6.45166 -1.39 -0.32 -0.57
H -10.40828 22.63987 7.23302 0.81 -1.09 0.01
H -7.99176 22.85011 8.05611 -0.47 -0.95 -0.10
H -6.56765 20.77758 8.20135 -0.13 0.14 0.02
O -8.58139 13.73892 7.59713 0.13 0.04 0.22
C -7.32057 13.61718 7.53117 -0.04 -0.69 -0.68
O -6.55360 14.60689 7.32380 0.40 -0.91 0.18
C -6.73469 12.21419 7.57434 -1.03 0.75 -1.60
C -7.58239 11.09540 7.66126 -0.14 1.52 1.23
C -7.09729 9.82512 7.77924 1.92 -2.53 -0.36
C -5.67271 9.62659 7.57789 -2.40 1.88 0.81
O -4.85073 8.57187 7.84172 0.68 0.76 -0.77
C -3.50395 9.11549 7.56290 0.46 -0.23 -0.47
O -3.58709 10.51067 7.34841 -1.35 -0.25 -0.44
C -4.96857 10.78208 7.30409 2.41 -0.76 -0.13
C -5.42198 12.06090 7.19021 -0.57 -0.04 0.85
H -8.62111 11.36737 7.81199 -0.06 -0.50 -0.02
H -7.72284 8.94735 8.02392 0.28 0.71 -0.28
H -3.05211 8.65533 6.61294 -0.69 0.15 1.58
H -2.92602 9.04243 8.49001 0.16 -0.83 -0.43
H -4.82821 12.91618 6.93863 0.43 0.11 0.14
C -12.70559 15.62938 11.05656 -0.08 1.33 -0.36
N -11.23725 15.84845 10.99906 -2.31 1.07 1.12
C -10.31805 15.26329 10.28922 1.09 -1.48 -1.91
N -10.69540 14.23519 9.45456 -1.65 1.75 2.09
S -8.70609 15.85420 10.38246 -0.42 -0.25 0.04
H -13.20113 16.46256 11.58769 0.76 -0.36 0.16
H -12.96830 14.73029 11.55003 -0.07 -1.01 0.62
H -13.27679 15.66517 10.12113 0.89 -0.21 -0.43
H -10.87884 16.59436 11.57603 -0.07 0.02 -0.08
H -11.58709 13.79271 9.67685 0.43 0.16 -0.33
H -10.00348 13.67561 9.05317 1.46 -0.82 -0.90

***

2.
47
Properties=species:S:1:pos:R:3:forces:R:3 method="wB97M-V/def2-TZVPD" e_homo_ev=-8.6 charge=0 e_above_lowest_kcal_mol=40.02 smiles=CCOCCCNCc1cccc(OCc2ccc(F)cc2)c1 total_energy_ha=-1043.4822 orbital_gap_ev=9.264
C -0.68287 -3.46859 -1.67958 0.32 0.25 0.25
C 0.11909 -2.60779 -0.71758 -0.21 -0.03 0.03
O 1.34973 -2.28698 -1.32999 -0.11 -0.11 -0.27
C 2.23447 -1.54677 -0.52458 0.16 0.30 0.25
C 1.87102 -0.06421 -0.41156 -0.06 -0.33 -0.38
C 2.00106 0.65178 -1.75951 0.17 -0.08 0.20
N 1.45119 1.99897 -1.77302 0.03 0.23 0.22
H 1.46960 2.38409 -0.83473 -0.02 0.04 -0.09
C 0.13126 2.13371 -2.36261 0.10 0.12 0.00
C -0.96893 1.29536 -1.74904 -0.08 -0.16 -0.18
C -1.31812 1.48242 -0.41509 -0.15 0.09 0.18
C -2.32545 0.72238 0.16223 0.01 -0.04 -0.16
C -2.99192 -0.23149 -0.60757 -0.01 0.02 0.13
C -2.64215 -0.41950 -1.92778 -0.10 -0.03 0.12
C -1.62903 0.33439 -2.49833 0.14 0.15 -0.02
H -1.35649 0.17955 -3.53168 0.06 0.00 -0.12
H -3.15990 -1.16198 -2.51627 -0.06 -0.08 -0.05
H -3.77798 -0.80725 -0.14530 -0.10 -0.08 0.06
O -2.75188 0.83558 1.45688 -0.14 -0.15 -0.21
C -2.01298 1.64491 2.34309 0.08 0.20 0.29
C -0.62387 1.11304 2.60621 -0.09 0.02 -0.10
C 0.45238 1.97133 2.78870 -0.17 -0.17 -0.01
C 1.71699 1.47079 3.04136 0.20 -0.20 0.08
C 1.88892 0.10003 3.10384 -0.12 0.10 0.01
C 0.83534 -0.77735 2.92436 0.22 0.03 0.06
C -0.42186 -0.26034 2.67558 0.00 0.15 0.02
H -1.25995 -0.92492 2.52858 -0.07 -0.08 -0.04
H 1.00381 -1.84070 2.98457 0.06 -0.12 0.00
F 3.12136 -0.39481 3.34155 -0.07 0.03 -0.04
H 2.56224 2.12514 3.18493 0.11 0.04 0.02
H 0.30345 3.04039 2.73727 -0.01 0.13 -0.04
H -1.97197 2.68414 1.99020 0.01 -0.10 0.03
H -2.59307 1.62621 3.27302 0.06 0.08 -0.18
H -0.79160 2.23204 0.15708 0.05 0.05 0.09
H -0.14204 3.19225 -2.29515 -0.03 -0.08 -0.11
H 0.22555 1.87963 -3.42258 -0.12 0.08 0.03
H 3.06432 0.72141 -2.02036 -0.06 -0.19 -0.05
H 1.50509 0.05603 -2.52843 0.03 0.00 -0.04
H 2.53502 0.40289 0.31896 0.00 0.03 0.07
H 0.84703 0.02990 -0.04328 0.05 0.05 0.08
H 2.28975 -1.99054 0.48123 0.05 -0.01 -0.08
H 3.21219 -1.64768 -1.00431 0.01 -0.01 0.11
H -0.44884 -1.69834 -0.47430 0.06 -0.05 0.02
H 0.30641 -3.15382 0.22185 -0.01 0.07 -0.05
H -1.63826 -3.73085 -1.23408 -0.14 -0.05 0.02
H -0.85586 -2.91931 -2.60023 -0.07 0.05 -0.13
H -0.13224 -4.37513 -1.91456 0.02 -0.13 -0.03

***

3.
53
Properties=species:S:1:pos:R:3:forces:R:3 method="wB97M-V/def2-TZVPD" e_homo_ev=-10.8 charge=+1 e_above_lowest_kcal_mol=0.00 total_energy_ha=-3423.6938 orbital_gap_ev=7.395
Mo -0.20726 0.05468 0.32703 -0.59 -0.19 0.78
C -0.56259 3.57714 3.17949 0.01 0.01 0.01
C -0.66547 2.13791 2.78341 0.00 -0.03 0.13
O -0.22501 1.77036 1.68571 -0.05 -0.23 -0.24
N -1.22589 1.28604 3.65138 -0.01 -0.01 -0.09
C -1.32315 -0.14703 3.40202 -0.06 0.02 0.03
C -2.44196 -0.50274 2.44791 0.02 0.00 0.09
C -3.69987 -0.81312 2.93451 -0.02 0.01 -0.03
C -4.73053 -1.09969 2.05360 0.05 0.02 -0.06
C -4.46256 -1.08288 0.69470 -0.07 -0.01 0.07
C -3.17959 -0.80308 0.27308 0.04 0.04 -0.05
N -2.18155 -0.50924 1.12565 0.13 0.16 -0.13
H 0.48908 3.86135 3.17418 0.00 0.00 0.00
H -0.98602 3.77608 4.16129 0.01 0.00 -0.01
H -1.07221 4.18405 2.43241 0.00 0.00 0.00
H -1.56840 1.64922 4.52470 0.02 0.01 0.00
H -1.51331 -0.63025 4.35774 0.02 -0.01 0.00
H -0.36107 -0.51179 3.04191 0.02 -0.01 0.01
H -3.86756 -0.82773 4.00301 0.02 0.00 0.00
H -5.71875 -1.33825 2.42294 0.00 0.00 -0.01
H -5.22484 -1.30400 -0.03819 0.01 0.00 0.00
H -2.92203 -0.82619 -0.77553 0.02 0.00 -0.01
C 1.95915 3.40280 -1.11941 -0.01 -0.12 -0.07
Ge 1.68715 1.64331 -1.93777 0.11 0.13 -0.23
C 3.15785 0.42814 -1.49167 -0.10 0.14 -0.01
C 1.41755 1.73268 -3.87926 0.08 -0.01 0.17
C -0.04269 1.00161 -1.19680 0.20 0.24 -0.39
H 2.89475 3.83981 -1.46946 0.00 -0.01 0.00
H 2.00404 3.30755 -0.03436 0.01 -0.02 -0.01
H 1.14630 4.08243 -1.37455 -0.01 -0.03 -0.02
H 4.08241 0.89092 -1.84118 -0.01 0.00 0.00
H 3.05301 -0.53238 -1.99449 -0.04 0.00 0.00
H 3.25821 0.26572 -0.41816 -0.03 0.01 0.01
H 2.34712 2.03043 -4.36604 0.00 0.00 0.02
H 0.65104 2.46529 -4.13044 -0.01 -0.01 0.03
H 1.11744 0.76404 -4.28014 0.00 -0.01 0.04
H -0.95868 1.41719 -1.63595 -0.07 -0.04 0.10
O 2.74735 -2.22439 1.97497 -0.10 0.03 -0.04
C 1.93354 -1.76900 1.22064 0.13 -0.31 -0.14
O 1.21016 -0.68530 1.47876 0.06 0.35 0.15
C 1.67411 -2.32850 -0.15081 -0.22 0.13 -0.01
C 2.65823 -3.08824 -0.75942 0.10 -0.03 0.01
C 2.54505 -3.45346 -2.09203 0.13 -0.06 0.04
C 1.45349 -3.03655 -2.83002 -0.19 0.07 -0.05
C 0.45581 -2.31571 -2.19504 0.29 -0.03 0.38
C 0.52794 -1.94495 -0.85446 0.49 -0.48 -0.07
N -0.70698 -1.91697 -2.96760 -0.65 0.31 -0.33
O -1.74751 -1.71404 -2.35496 0.19 -0.11 -0.09
O -0.58388 -1.78644 -4.16460 0.07 -0.08 0.18
H 3.52748 -3.35652 -0.17207 -0.01 0.00 -0.01
H 3.31760 -4.04427 -2.56476 0.00 0.01 0.01
H 1.35024 -3.27657 -3.87844 -0.02 0.01 0.00
H -0.48673 -1.69947 -0.38345 0.04 0.15 -0.15

***

4.
50
Properties=species:S:1:pos:R:3:forces:R:3 method="wB97M-V/def2-TZVPD" e_homo_ev="-7.5 / -7.4" charge=0 s2=0.754 e_above_lowest_kcal_mol=0.00 total_energy_ha=-1563.7502 orbital_gap_ev="7.852 / 5.963" spin_multiplicity=2
Hg -1.17427 1.81555 1.95142 -0.05 0.02 -0.05
C -4.29385 -1.56596 0.10601 0.01 0.03 -0.05
C -3.27961 -1.54973 -1.04257 0.04 0.00 0.18
C -1.93903 -2.06720 -0.56473 -0.10 0.02 -0.08
C -1.68799 -3.43118 -0.67989 0.03 -0.01 -0.03
C -0.55865 -4.00739 -0.12550 0.00 0.02 0.03
C 0.31577 -3.21338 0.59766 -0.01 -0.04 -0.02
C 0.10287 -1.84781 0.73810 0.13 0.06 -0.01
C 1.04127 -1.05712 1.61793 -0.17 0.02 0.06
C 0.65516 -1.20730 3.09423 0.05 -0.01 -0.08
C -1.00435 -1.26196 0.10671 0.12 0.03 -0.01
N -1.18922 0.14314 0.18060 -0.27 0.11 0.09
C -1.33617 0.81332 -0.91219 0.27 -0.17 0.02
C -1.64596 2.19920 -0.97950 -0.19 0.19 -0.06
C -1.77689 2.98823 -2.12648 0.12 -0.10 0.13
C -2.01172 4.29022 -1.68354 -0.08 0.09 0.14
C -2.02497 4.23516 -0.28492 -0.07 0.08 -0.15
N -1.83044 2.97658 0.13802 0.25 -0.36 -0.04
H -5.28667 -1.28120 -0.24560 0.00 0.01 0.01
H -3.99501 -0.86138 0.88495 0.01 -0.03 0.01
H -4.35641 -2.55908 0.55335 -0.01 0.01 0.00
H -3.21872 -0.53516 -1.42785 -0.02 -0.04 -0.11
H -3.63311 -2.18700 -1.85457 0.01 0.01 -0.02
H -2.39767 -4.04828 -1.21977 -0.02 0.01 0.02
H -0.37186 -5.06773 -0.23847 0.00 0.01 0.00
H 1.19087 -3.65636 1.06216 -0.01 0.01 0.01
H 1.02327 -0.00753 1.33012 0.06 0.03 -0.01
H 2.06397 -1.41491 1.47976 -0.03 0.03 -0.02
H -0.38399 -0.91248 3.25414 0.00 0.02 0.02
H 1.29021 -0.59257 3.73425 -0.01 0.01 0.00
H 0.75591 -2.24714 3.41050 -0.03 0.01 0.01
H -1.16758 0.31547 -1.86844 -0.10 -0.04 -0.03
H -1.69863 2.64275 -3.14632 0.01 0.00 0.02
H -2.17825 5.16831 -2.28741 0.02 -0.01 0.02
H -2.19598 5.04175 0.41283 0.01 -0.02 0.01
C 4.26554 -1.37401 -0.55885 -0.06 0.01 -0.08
C 4.02200 -0.16528 -1.46873 0.02 -0.09 0.20
C 3.19631 0.88215 -0.79385 0.05 0.08 -0.01
N 1.93002 1.02784 -0.94191 -0.07 0.03 0.02
N 1.39487 2.03907 -0.18455 -0.03 -0.01 -0.05
C 2.28476 2.65989 0.51779 0.06 0.01 0.02
N 1.97302 3.68912 1.36151 -0.01 -0.14 0.09
S 3.88993 2.03092 0.33106 -0.01 -0.03 0.00
H 4.89202 -2.11080 -1.06164 0.02 0.01 0.02
H 3.31735 -1.85006 -0.30552 0.03 0.01 -0.01
H 4.75920 -1.07470 0.36701 0.01 -0.02 0.00
H 3.48812 -0.47517 -2.36613 0.00 0.05 -0.03
H 4.97735 0.26979 -1.76725 -0.01 -0.01 -0.09
H 1.09292 4.14516 1.17783 0.02 0.03 -0.04
H 2.71426 4.25627 1.72822 -0.01 0.08 -0.05

***

5.
56
Properties=species:S:1:pos:R:3:forces:R:3 method="wB97M-V/def2-TZVPD" e_homo_ev="-7.2 / -6.8" charge=0 s2=0.796 e_above_lowest_kcal_mol=48.95 total_energy_ha=-2871.4825 orbital_gap_ev="7.405 / 7.060" spin_multiplicity=2
Mn 0.00322 -0.00331 -0.19918 -0.67 0.17 -0.17
O 0.25038 0.26792 3.80332 0.00 -0.05 -0.02
C 0.04922 0.02288 2.62148 0.02 -0.02 0.00
O 0.68199 0.44603 1.59987 0.04 0.05 0.18
C -1.14925 -0.84930 2.26436 0.00 0.00 0.02
C -1.86658 -1.55048 3.22076 -0.01 0.02 -0.01
C -2.95894 -2.29638 2.81944 -0.01 0.00 0.01
C -3.31353 -2.29477 1.47644 0.00 0.01 -0.01
C -2.54813 -1.56073 0.59050 -0.05 0.04 0.00
N -1.47796 -0.85929 0.96854 0.04 -0.14 -0.03
H -1.53970 -1.48286 4.24872 0.00 0.00 0.00
H -3.53307 -2.86721 3.53784 0.00 0.00 0.00
H -4.16652 -2.85364 1.11739 0.00 0.00 0.00
H -2.79959 -1.52246 -0.46246 0.00 0.00 0.00
N -0.64302 -0.59734 -2.17823 0.07 -0.09 0.14
C -0.55387 -2.05711 -2.31615 0.09 -0.28 0.11
C -0.27357 -2.62765 -3.70810 -0.17 -0.01 -0.29
C 0.69366 -1.90176 -4.64722 0.08 0.11 -0.03
C 2.05887 -1.55915 -4.03768 -0.02 -0.13 0.01
N 2.45139 -2.48400 -2.98597 0.12 0.98 -0.06
C 2.71324 -3.76363 -3.11487 0.56 -1.72 1.11
N 2.61612 -4.53789 -2.03405 5.25 -1.60 -3.15
N 3.07398 -4.26351 -4.31192 -0.06 0.15 -0.54
C 0.41682 -2.64073 -1.24657 -0.97 0.97 0.64
O 0.79581 -3.82501 -1.39133 -6.79 2.03 1.59
O 0.72033 -1.88716 -0.29494 0.30 -0.53 -0.24
H -1.54344 -0.24682 -2.48449 -0.01 -0.04 -0.02
H 0.07938 -0.12025 -2.71283 0.04 -0.01 -0.03
H -1.52564 -2.45750 -2.01433 0.03 -0.04 0.06
H -1.20999 -2.75007 -4.25908 -0.04 0.06 0.08
H 0.09650 -3.63659 -3.52058 -0.05 -0.04 -0.15
H 0.28610 -0.96341 -5.03584 -0.19 -0.05 0.09
H 0.79451 -2.55338 -5.51926 0.14 0.04 0.00
H 2.03899 -0.59933 -3.51886 -0.04 0.04 -0.18
H 2.82435 -1.45468 -4.81164 0.06 -0.14 0.06
H 2.25416 -2.16156 -2.04256 0.60 0.18 -0.21
H 1.83294 -4.26657 -1.40704 0.82 -0.13 1.34
H 2.80720 -5.52021 -2.12804 0.33 -0.07 -0.33
H 3.38292 -3.63581 -5.03296 0.03 -0.03 -0.01
H 3.33705 -5.22812 -4.39287 0.00 0.03 0.06
N -2.05675 3.54806 0.73013 0.00 -0.03 -0.01
C -1.61013 2.27722 0.84845 -0.03 0.03 0.02
N -1.11826 1.80207 -0.26489 0.24 0.02 0.16
C -1.22572 2.84225 -1.18733 -0.06 -0.07 -0.10
C -0.84724 2.91405 -2.52694 0.01 0.00 0.02
C -1.09802 4.08988 -3.20362 0.00 0.00 0.00
C -1.70814 5.18592 -2.57416 0.00 0.00 0.00
C -2.07995 5.13529 -1.24634 0.00 -0.01 -0.01
C -1.82514 3.94519 -0.57419 -0.01 0.01 0.01
H -2.43346 4.10393 1.47660 0.00 0.00 0.00
H -1.65563 1.74417 1.78327 0.02 0.01 0.00
H -0.32611 2.09378 -2.99847 0.00 0.01 -0.01
H -0.80100 4.17896 -4.24022 0.00 0.00 0.00
H -1.88008 6.09210 -3.13965 0.00 0.00 0.00
H -2.54212 5.98120 -0.75496 0.00 0.00 0.00
I 2.18518 0.99228 -1.41092 0.29 0.24 -0.11